18
Properties=species:S:1:pos:R:3:forces:R:3:mulliken_charge:R:1 method="wB97M-V/def2-TZVPD" smiles="C=N/C=C/C.O.O" orbital_gap_ev=9.390 e_homo_ev=-8.937 energy_ev=-9909.678 charge=0 relative_energy_kj_mol=247.3
C -0.82481 -1.69578 1.32266 0.8 0.8 0.6 -0.533
N -1.33248 -0.55453 1.56150 -0.5 -0.7 -0.7 -0.427
C -1.07105 0.52269 0.68028 0.1 0.5 0.2 0.139
C -0.19999 0.62832 -0.31630 0.7 0.2 0.4 0.081
C 0.18003 1.96479 -0.88140 0.0 0.2 -0.7 -1.268
H -0.01478 -1.82457 0.60011 -0.3 -0.3 -0.4 0.309
H -1.00899 -2.50550 2.01767 -0.2 -0.1 0.0 0.302
H -1.62637 1.41840 0.92901 -0.1 0.0 0.2 0.350
H 0.40989 -0.19232 -0.66744 -0.1 -0.2 0.1 0.061
H 0.89667 1.85125 -1.69911 -0.2 -0.1 0.0 0.330
H 0.66127 2.63200 -0.16192 -0.1 -0.2 0.2 0.321
H -0.68447 2.49427 -1.28056 -0.1 0.1 0.0 0.322
O -0.13659 -0.73518 -3.24332 0.0 0.3 0.0 -0.571
H -0.56065 -0.37431 -4.03339 0.1 -0.3 0.2 0.287
H -0.02434 -1.67968 -3.37768 -0.1 0.0 -0.2 0.293
O 2.06815 -0.59682 2.59542 -0.1 -0.1 -0.1 -0.647
H 1.16639 -0.89162 2.40656 0.2 0.2 0.2 0.345
H 2.10212 -0.46141 3.54791 -0.1 0.0 -0.1 0.306